Record 1
{
  "formula": "C5H10",
  "method": "ωB97M-V with the def2-TZVPD basis set",
  "symbols": ["H", "H", "C", "C", "C", "H", "C", "H", "H", "H", "H", "C", "H", "H", "H"],
  "xyz": [[0.91, -0.77, 1.30], [-0.04, 0.47, -0.33], [-2.23, -0.10, -0.34], [-0.45, -0.39, -2.11], [2.71, 0.25, 1.55], [0.50, -0.21, -2.55], [1.36, 0.15, 1.66], [-2.33, 0.36, 0.63], [3.09, 1.18, 1.83], [-3.07, 0.46, -0.87], [3.36, -0.43, 0.94], [-0.90, 0.08, -0.96], [-2.53, -1.17, -0.14], [0.80, 0.88, 2.21], [-1.18, -0.77, -2.83]],
  "lumo_ev": 1.17,
  "e_above_lowest_kcal_mol": 57.5,
  "homo_lumo_gap_ev": 10.839,
  "smiles": "C=CC.C=C",
  "max_force_ev_per_a": 3.133
}


Record 2
{
  "formula": "C19H23BN8O2PtS3",
  "method": "ωB97M-V with the def2-TZVPD basis set",
  "symbols": ["C", "Pt", "O", "C", "N", "H", "B", "H", "C", "H", "C", "S", "H", "N", "H", "C", "C", "C", "H", "C", "C", "C", "H", "C", "C", "H", "S", "S", "H", "N", "H", "C", "H", "H", "N", "N", "O", "H", "N", "C", "H", "H", "H", "C", "H", "H", "C", "C", "H", "C", "N", "H", "C", "N", "H", "H", "H"],
  "xyz": [[-0.99, -2.51, -0.44], [0.30, 0.14, -1.63], [0.93, -1.95, -4.18], [-0.11, 1.50, 3.90], [-0.99, 1.52, -0.75], [-1.02, -1.92, 2.77], [-0.22, 0.52, 1.48], [-1.44, 3.34, -3.10], [-2.45, 3.05, -0.12], [2.27, 0.81, 3.11], [-2.14, 2.62, -2.66], [1.59, 0.80, -5.92], [4.90, 0.34, -1.02], [-0.57, -0.92, 0.99], [-2.05, 1.69, -3.22], [-1.21, -3.02, 0.84], [-2.10, 0.75, 4.49], [3.06, 0.71, -0.06], [0.82, 2.03, 3.80], [1.83, -2.31, -3.20], [2.67, -3.45, -3.65], [-1.26, -3.20, -1.73], [-1.21, -4.28, -1.60], [-0.94, -1.99, 1.70], [-1.01, 1.52, 4.94], [-3.37, 0.87, 6.20], [-0.10, -0.65, -3.90], [1.20, 1.71, -3.06], [-3.20, 3.82, -0.14], [-1.00, 1.54, 0.60], [3.99, 1.66, -1.73], [-1.89, 2.47, 1.00], [2.09, -4.37, -3.55], [-4.23, 0.80, 4.66], [1.72, 0.62, -0.05], [-0.58, -1.24, -0.33], [1.85, -1.79, -2.12], [-0.55, -2.93, -2.51], [-1.88, 0.30, 3.26], [3.90, 0.67, -1.29], [-2.07, 2.63, 2.05], [2.94, -3.33, -4.70], [-1.56, -4.01, 1.09], [-3.37, 0.42, 5.21], [-3.49, -0.65, 5.32], [4.52, 0.89, 1.59], [1.02, 0.72, -4.44], [-1.87, 2.41, -1.21], [-2.26, -2.95, -2.09], [2.37, 0.80, 2.04], [-0.64, 0.75, 2.90], [-3.15, 3.00, -2.80], [3.50, 0.82, 1.26], [1.30, 0.70, 1.23], [3.56, -3.52, -3.03], [3.50, 0.00, -2.04], [-0.90, 2.03, 5.88]],
  "multiplicity": 2,
  "total_charge": 1,
  "lumo_ev": [-4.03, -4.47],
  "e_above_lowest_kcal_mol": 0.0,
  "homo_lumo_gap_ev": [7.682, 7.243],
  "max_force_ev_per_a": 0.579
}


Record 3
{
  "formula": "C11H15N",
  "method": "ωB97M-V with the def2-TZVPD basis set",
  "symbols": ["H", "N", "C", "H", "C", "C", "H", "H", "H", "H", "H", "C", "C", "H", "C", "H", "C", "H", "C", "C", "H", "H", "H", "C", "H", "H", "C"],
  "xyz": [[-1.07, 1.35, -3.52], [-1.46, -1.30, -0.56], [-1.53, -0.68, 1.83], [-1.49, 3.00, 0.59], [-1.37, 1.96, 0.88], [-0.93, 1.78, -2.53], [1.66, -0.80, 0.41], [-1.05, -2.22, -0.44], [-1.42, -1.69, 2.22], [-1.67, 2.50, 2.91], [2.05, -2.51, 0.54], [-1.38, 0.91, -0.04], [-1.51, -0.38, 0.49], [4.38, -2.20, 0.32], [-1.43, 1.69, 2.24], [2.01, -1.71, -1.03], [-1.48, 0.37, 2.74], [4.03, -0.61, 0.88], [-1.25, 0.77, -1.49], [-1.23, -0.58, -1.72], [-1.73, 2.54, -2.51], [-1.49, 0.15, 3.80], [-0.94, -0.85, -2.72], [3.80, -1.31, 0.07], [0.01, 2.33, -2.51], [4.18, -0.93, -0.88], [2.30, -1.59, 0.02]],
  "lumo_ev": 0.89,
  "e_above_lowest_kcal_mol": 16.9,
  "homo_lumo_gap_ev": 8.784,
  "smiles": "Cc1c[nH]c2ccccc12.CC",
  "max_force_ev_per_a": 2.038
}